i | C5H12NO | ωB97M-V/def2-TZVPD

Structure (ORCA input):
```
! wB97M-V def2-TZVPD RIJCOSX def2/J DEFGRID3
* xyz -1 1
C -1.51 1.71 1.50
C -1.12 1.05 0.09
C -0.03 0.09 0.36
C 0.31 -1.09 -0.58
N 0.30 -0.84 -2.08
C 1.73 -1.64 -0.25
O 2.46 -0.53 -0.18
H -1.78 0.95 2.36
H -2.36 2.37 1.57
H -0.68 2.36 1.80
H -2.07 0.69 -0.46
H -0.85 1.96 -0.44
H 0.92 0.69 0.40
H -0.06 -0.30 1.42
H -0.33 -2.01 -0.44
H -0.05 0.06 -2.34
H 1.33 -0.86 -2.29
H 1.69 -2.30 0.63
H 2.12 -2.36 -1.05
*
```

Results
**Kohn-Sham gap**: 6.09 eV
**E_LUMO**: 3.8 eV
**HOMO energy**: -2.3 eV



ii | C5H12NO | ωB97M-V/def2-TZVPD

Structure (ORCA input):
```
! wB97M-V def2-TZVPD RIJCOSX def2/J DEFGRID3
* xyz -1 1
C 1.59 1.99 -0.12
C 0.20 1.40 -0.05
C 0.10 -0.09 -0.74
C 0.85 -1.13 0.22
O 0.45 -0.96 1.49
N -1.28 -0.48 -1.08
C -1.99 -0.83 0.23
H 1.47 2.96 0.31
H 2.37 1.55 0.55
H 1.96 2.06 -1.14
H 0.02 1.46 1.11
H -0.42 2.00 -0.67
H 0.58 0.10 -1.81
H 0.62 -2.16 -0.21
H 1.94 -0.99 0.10
H -1.09 -1.31 -1.81
H -1.70 -1.75 0.81
H -3.06 -0.93 0.21
H -1.77 -0.03 0.97
*
```

Results
**Kohn-Sham gap**: 6.52 eV
**E_LUMO**: 4.3 eV
**HOMO energy**: -2.2 eV



iii | C5H12NO | ωB97M-V/def2-TZVPD

Structure (ORCA input):
```
! wB97M-V def2-TZVPD RIJCOSX def2/J DEFGRID3
* xyz -1 1
C 2.26 2.75 -1.35
N 1.80 3.88 -0.60
C -0.48 0.39 1.35
C 0.17 -0.58 0.36
C -0.68 -1.60 -0.51
C -2.00 -2.18 0.02
O -2.17 -2.71 1.26
H 1.74 1.80 -1.33
H 1.97 3.00 0.03
H 3.36 2.55 -1.69
H 0.08 -2.44 -0.69
H -0.46 -0.07 2.26
H -1.48 0.69 1.26
H 0.04 1.31 1.36
H 0.89 -1.28 1.07
H 0.91 -0.07 -0.37
H -0.91 -1.03 -1.44
H -2.27 -3.01 -0.79
H -2.77 -1.40 -0.17
*
```

Results
**Kohn-Sham gap**: 3.99 eV
**E_LUMO**: 1.9 eV
**HOMO energy**: -2.1 eV



It is iii that is the least stable of them.



i | C3H5N | ωB97M-V/def2-TZVPD

Structure (ORCA input):
```
! wB97M-V def2-TZVPD RIJCOSX def2/J DEFGRID3
* xyz 0 1
C -1.87 0.07 -0.08
C 2.19 -0.01 -0.08
C -0.48 -0.20 -0.02
N 0.41 0.73 -0.04
H -2.62 -0.70 -0.15
H -2.11 1.19 -0.12
H 2.60 0.84 -0.56
H 2.32 -0.68 0.71
H -0.45 -1.25 0.35
*
```

Results
**Kohn-Sham gap (spin up / spin down)**: 8.60 / 8.65 eV
**E_LUMO (spin up / spin down)**: -0.6 / -0.2 eV
**HOMO energy (spin up / spin down)**: -9.2 / -8.8 eV



ii | C3H5N | ωB97M-V/def2-TZVPD

Structure (ORCA input):
```
! wB97M-V def2-TZVPD RIJCOSX def2/J DEFGRID3
* xyz 0 1
C 0.67 1.37 -0.55
C 0.73 0.20 0.08
N -0.26 -0.32 0.94
C -1.08 -1.17 0.52
H -0.11 2.08 -0.33
H 1.46 1.72 -1.25
H 1.57 -0.43 -0.22
H -1.78 -1.78 1.22
H -1.19 -1.66 -0.43
*
```

Results
**Kohn-Sham gap**: 10.05 eV
**E_LUMO**: 1.0 eV
**HOMO energy**: -9.1 eV



It is i that is the least stable of them.



i | C3H5N | ωB97M-V/def2-TZVPD

Structure (ORCA input):
```
! wB97M-V def2-TZVPD RIJCOSX def2/J DEFGRID3
* xyz 0 1
C -1.45 -0.68 -0.06
C -0.29 0.04 0.25
C 1.04 0.24 -0.38
N -1.58 0.59 -0.18
H -1.97 -1.60 -0.20
H 0.14 0.49 2.22
H 1.69 0.80 0.28
H 0.91 0.82 -1.30
H 1.51 -0.71 -0.62
*
```

Results
**Kohn-Sham gap (spin up / spin down)**: 8.64 / 8.80 eV
**E_LUMO (spin up / spin down)**: 0.2 / 0.3 eV
**HOMO energy (spin up / spin down)**: -8.4 / -8.5 eV



ii | C3H5N | ωB97M-V/def2-TZVPD

Structure (ORCA input):
```
! wB97M-V def2-TZVPD RIJCOSX def2/J DEFGRID3
* xyz 0 1
C 1.63 0.18 -0.76
C 0.30 0.42 0.18
C -1.09 0.68 -0.16
N 1.37 0.43 0.82
H 1.95 -0.87 -1.10
H 2.44 0.85 -1.61
H -1.73 -0.20 -0.33
H -0.97 1.12 -1.11
H -1.62 1.26 0.73
*
```

Results
**Kohn-Sham gap**: 9.90 eV
**E_LUMO**: 1.0 eV
**HOMO energy**: -8.9 eV



It is i that is the least stable of them.



i | C3H5N | ωB97M-V/def2-TZVPD

Structure (ORCA input):
```
! wB97M-V def2-TZVPD RIJCOSX def2/J DEFGRID3
* xyz 0 1
C 2.49 0.44 0.49
C 0.37 -0.30 -0.56
C -0.96 0.15 0.04
N 1.53 0.14 -0.22
H 3.10 1.21 -0.04
H 0.21 -1.23 -1.26
H -1.63 -0.12 -0.72
H -1.07 1.21 0.28
H -1.19 -0.44 0.92
*
```

Results
**Kohn-Sham gap**: 9.16 eV
**E_LUMO**: 1.1 eV
**HOMO energy**: -8.1 eV



ii | C3H5N | ωB97M-V/def2-TZVPD

Structure (ORCA input):
```
! wB97M-V def2-TZVPD RIJCOSX def2/J DEFGRID3
* xyz 0 1
C 1.26 1.47 -1.01
C 0.76 0.61 -0.33
C 0.11 -0.39 0.48
N -1.19 -0.82 -0.04
H 1.75 2.07 -1.74
H -0.03 0.13 1.45
H 0.74 -1.25 0.62
H -1.97 -0.14 0.13
H -1.43 -1.68 0.45
*
```

Results
**Kohn-Sham gap**: 10.47 eV
**E_LUMO**: 1.0 eV
**HOMO energy**: -9.5 eV



It is i that is the least stable of them.



i | C6H7N3O2 | ωB97M-V/def2-TZVPD

Structure (ORCA input):
```
! wB97M-V def2-TZVPD RIJCOSX def2/J DEFGRID3
* xyz 0 1
N -2.42 -0.74 0.05
C -1.05 -0.47 -0.04
C -0.18 -1.58 -0.28
C 1.12 -1.33 -0.10
C 1.63 -0.01 -0.12
N 3.06 0.19 -0.03
O 3.77 -0.79 0.46
O 3.56 1.33 -0.26
C 0.75 1.06 -0.28
C -0.67 0.86 -0.05
N -1.81 1.76 0.13
H -2.92 -1.76 0.44
H -3.04 -0.16 -0.44
H -0.67 -2.59 -0.51
H 1.95 -2.05 -0.06
H 1.31 2.04 -0.05
H -2.55 1.38 0.74
H -1.83 2.87 0.39
*
```

Results
**Kohn-Sham gap**: 7.63 eV
**E_LUMO**: -0.7 eV
**HOMO energy**: -8.3 eV



ii | C6H7N3O2 | ωB97M-V/def2-TZVPD

Structure (ORCA input):
```
! wB97M-V def2-TZVPD RIJCOSX def2/J DEFGRID3
* xyz 0 1
C 1.36 -1.05 -0.04
C 0.27 -0.05 -0.07
C 2.27 1.06 0.01
C 1.27 -2.38 -0.08
C -1.04 -0.27 -0.09
C -2.23 1.21 -0.02
N 2.52 -0.30 0.02
N 0.90 1.18 -0.05
N -3.47 0.78 0.16
O 3.08 1.94 0.04
O -1.81 2.32 -0.12
H 2.14 -3.00 -0.05
H 0.31 -2.86 -0.13
H -1.52 -1.22 -0.10
H 3.44 -0.69 0.05
H 0.40 2.06 -0.05
H -3.68 -0.19 0.25
H -4.21 1.46 0.25
*
```

Results
**Kohn-Sham gap**: 8.95 eV
**E_LUMO**: 0.6 eV
**HOMO energy**: -8.4 eV



It is i that is the least stable of them.



i | C12H21N6PdSSi | ωB97M-V/def2-TZVPD

Structure (ORCA input):
```
! wB97M-V def2-TZVPD RIJCOSX def2/J DEFGRID3
* xyz 1 1
Pd -0.22 -0.04 0.21
C -0.69 -0.10 -3.37
C -1.71 0.55 -2.49
C -2.83 1.20 -2.97
C -3.72 1.79 -2.06
C -3.51 1.75 -0.70
C -2.37 1.09 -0.25
N -1.55 0.49 -1.16
N -1.82 0.88 0.97
Si -2.29 1.40 2.55
C -0.67 1.41 3.49
C -3.03 3.12 2.47
C -3.48 0.19 3.30
H -1.08 -0.21 -4.38
H -0.41 -1.07 -2.99
H 0.21 0.52 -3.42
H -3.02 1.24 -4.03
H -4.60 2.29 -2.45
H -4.19 2.22 0.00
H 0.02 2.14 3.06
H -0.19 0.43 3.47
H -0.81 1.68 4.54
H -2.46 3.78 1.81
H -3.02 3.56 3.47
H -4.07 3.11 2.13
H -3.06 -0.82 3.28
H -4.42 0.16 2.74
H -3.72 0.44 4.33
C 5.29 1.08 1.17
C 4.52 -0.02 0.55
N 5.00 -1.13 0.09
N 3.91 -1.81 -0.38
C 2.76 -1.17 -0.21
S 1.20 -1.71 -0.63
N 3.14 0.00 0.39
N 2.24 1.00 0.74
H 6.34 0.81 1.14
H 4.99 1.24 2.20
H 5.15 2.01 0.62
H 4.03 -2.72 -0.79
H 2.36 1.26 1.71
H 2.36 1.80 0.13
*
```

Results
**Kohn-Sham gap**: 6.63 eV
**E_LUMO**: -4.2 eV
**HOMO energy**: -10.8 eV



ii | C12H21N6PdSSi | ωB97M-V/def2-TZVPD

Structure (ORCA input):
```
! wB97M-V def2-TZVPD RIJCOSX def2/J DEFGRID3
* xyz 1 1
Pd 0.04 0.20 0.85
C -2.49 2.97 0.66
C -1.25 3.02 -0.18
C -1.02 4.04 -1.08
C 0.16 4.03 -1.84
C 1.07 2.99 -1.71
C 0.77 1.99 -0.78
N -0.34 2.06 -0.03
N 1.43 0.86 -0.50
Si 2.83 0.03 -1.24
C 2.48 -1.74 -0.90
C 2.93 0.32 -3.06
C 4.34 0.61 -0.35
H -2.98 3.93 0.71
H -2.24 2.63 1.67
H -3.19 2.25 0.24
H -1.74 4.84 -1.18
H 0.35 4.82 -2.54
H 1.97 2.95 -2.31
H 1.57 -2.05 -1.42
H 2.35 -1.90 0.18
H 3.29 -2.39 -1.22
H 1.95 0.24 -3.54
H 3.57 -0.46 -3.49
H 3.36 1.28 -3.33
H 4.21 0.49 0.72
H 4.52 1.67 -0.56
H 5.22 0.05 -0.66
C -3.22 -4.42 1.23
C -2.74 -3.40 2.18
N -2.92 -3.38 3.46
N -2.29 -2.25 3.89
C -1.71 -1.57 2.90
S -0.84 -0.11 3.03
N -2.00 -2.30 1.79
N -1.60 -1.92 0.53
H -3.80 -5.16 1.78
H -2.39 -4.92 0.73
H -3.86 -3.97 0.46
H -2.29 -2.00 4.86
H -1.10 -2.67 0.07
H -2.40 -1.64 -0.03
*
```

Results
**Kohn-Sham gap (spin up / spin down)**: 6.14 / 6.14 eV
**E_LUMO (spin up / spin down)**: -4.6 / -4.6 eV
**HOMO energy (spin up / spin down)**: -10.8 / -10.8 eV



It is ii that is the least stable of them.



i | C6H8N2O | ωB97M-V/def2-TZVPD

Structure (ORCA input):
```
! wB97M-V def2-TZVPD RIJCOSX def2/J DEFGRID3
* xyz 0 1
C -0.44 0.37 1.69
C 0.15 -0.11 0.22
C 0.52 -1.56 0.27
O 1.34 0.68 -0.06
C 1.09 1.47 -1.16
N -0.24 1.19 -1.63
C -0.80 0.28 -0.89
C -2.03 -0.37 -1.05
N -2.92 -1.01 -1.25
H 0.06 1.44 1.85
H -0.03 -0.30 2.32
H -1.59 0.31 1.80
H 1.36 -1.87 0.89
H 0.76 -2.03 -0.77
H -0.29 -2.20 0.78
H 1.73 1.19 -1.98
H 1.33 2.51 -1.04
*
```

Results
**Kohn-Sham gap**: 9.97 eV
**E_LUMO**: 0.0 eV
**HOMO energy**: -10.0 eV



ii | C6H8N2O | ωB97M-V/def2-TZVPD

Structure (ORCA input):
```
! wB97M-V def2-TZVPD RIJCOSX def2/J DEFGRID3
* xyz 0 1
C -2.54 0.63 0.44
C 0.40 1.11 0.05
C -0.12 0.06 0.96
C -1.83 -0.01 -0.68
C 1.80 1.63 0.39
C -2.11 -1.44 -1.02
N -3.04 1.18 1.33
N -0.17 1.56 -1.00
O -1.20 0.68 -1.57
H 0.56 -0.71 1.06
H -0.66 0.22 1.85
H 2.15 2.53 -0.24
H 2.43 0.76 -0.03
H 2.02 1.80 1.45
H -1.39 -2.07 -0.39
H -2.02 -1.67 -2.08
H -3.15 -1.80 -0.76
*
```

Results
**Kohn-Sham gap (spin up / spin down)**: 8.16 / 8.17 eV
**E_LUMO (spin up / spin down)**: -0.4 / -0.4 eV
**HOMO energy (spin up / spin down)**: -8.6 / -8.6 eV



iii | C6H8N2O | ωB97M-V/def2-TZVPD

Structure (ORCA input):
```
! wB97M-V def2-TZVPD RIJCOSX def2/J DEFGRID3
* xyz 0 1
C 2.09 0.01 2.18
C 1.22 -0.24 1.19
C -1.34 0.39 -0.01
C 0.82 -0.88 0.01
C -2.19 1.17 -0.67
C 1.46 -1.99 -0.44
N -0.26 -0.29 -0.70
N 1.01 1.16 1.70
O -0.39 -0.20 -2.09
H -1.41 0.20 1.05
H -1.78 1.25 -1.70
H -2.85 1.71 -0.10
H 1.08 -2.51 -1.35
H 2.33 -2.43 0.00
H 1.21 1.99 1.04
H 0.16 1.28 2.24
H -1.16 -0.63 -2.36
*
```

Results
**Kohn-Sham gap**: 8.50 eV
**E_LUMO**: 0.5 eV
**HOMO energy**: -8.0 eV



iv | C6H8N2O | ωB97M-V/def2-TZVPD

Structure (ORCA input):
```
! wB97M-V def2-TZVPD RIJCOSX def2/J DEFGRID3
* xyz 0 1
C 1.40 0.18 2.82
C 0.35 -0.01 1.84
O -0.82 -0.34 2.15
N 0.64 0.21 0.52
C -0.10 0.03 -0.67
C -0.94 -1.10 -0.95
C -1.54 -0.82 -2.19
C -1.10 0.37 -2.57
N -0.24 0.91 -1.66
H 1.17 1.30 3.26
H 1.60 -0.66 3.47
H 2.34 0.14 2.20
H 1.60 0.40 0.32
H -1.19 -2.02 -0.24
H -2.13 -1.38 -2.85
H -1.14 0.99 -3.66
H 0.10 1.80 -1.78
*
```

Results
**Kohn-Sham gap**: 8.63 eV
**E_LUMO**: 0.7 eV
**HOMO energy**: -8.0 eV



It is iii that is the least stable of them.



i | C3H9N2O | ωB97M-V/def2-TZVPD

Structure (ORCA input):
```
! wB97M-V def2-TZVPD RIJCOSX def2/J DEFGRID3
* xyz 1 1
C 1.82 1.03 -0.19
C 1.39 -0.31 0.08
O 2.15 -1.22 0.38
C -0.41 -0.18 -0.23
N -1.21 0.58 0.60
N -0.91 -1.74 -0.11
H 2.36 1.49 0.76
H 1.11 1.64 -0.51
H 2.77 1.15 -0.76
H -0.58 0.18 -1.19
H -2.14 0.65 0.29
H -0.92 0.84 1.49
H -0.31 -2.25 0.68
H -1.78 -1.82 0.39
H -0.78 -2.21 -1.00
*
```

Results
**Kohn-Sham gap**: 10.87 eV
**E_LUMO**: -3.6 eV
**HOMO energy**: -14.5 eV



ii | C3H9N2O | ωB97M-V/def2-TZVPD

Structure (ORCA input):
```
! wB97M-V def2-TZVPD RIJCOSX def2/J DEFGRID3
* xyz 1 1
C 1.52 -0.71 -0.41
C 0.54 0.17 0.43
O 0.89 1.56 0.29
C -0.90 0.20 0.15
N -1.76 -0.68 0.63
N -1.39 1.30 -0.46
H 1.72 -1.71 -0.06
H 2.51 -0.23 -0.41
H 1.05 -0.68 -1.38
H 0.90 -0.11 1.48
H 1.54 1.68 1.04
H -1.54 -1.49 1.04
H -2.69 -0.69 0.28
H -0.75 1.95 -0.76
H -2.43 1.52 -0.64
*
```

Results
**Kohn-Sham gap**: 11.18 eV
**E_LUMO**: -3.9 eV
**HOMO energy**: -15.1 eV



iii | C3H9N2O | ωB97M-V/def2-TZVPD

Structure (ORCA input):
```
! wB97M-V def2-TZVPD RIJCOSX def2/J DEFGRID3
* xyz 1 1
N 2.44 -1.01 0.04
C 0.30 0.36 -0.83
C -0.22 1.03 0.24
N -1.48 0.87 0.68
C -2.26 -0.18 0.01
O 0.94 1.20 0.63
H 2.05 -0.15 -0.08
H 2.71 -1.45 0.91
H 3.35 -0.83 -0.45
H 0.36 -0.71 -0.80
H 1.00 0.84 -1.49
H -1.65 1.16 1.68
H -2.32 -1.12 0.60
H -3.31 0.21 -0.10
H -1.91 -0.22 -1.04
*
```

Results
**Kohn-Sham gap**: 7.77 eV
**E_LUMO**: -6.1 eV
**HOMO energy**: -13.9 eV



It is iii that is the least stable of them.



i | C4H4F2 | ωB97M-V/def2-TZVPD

Structure (ORCA input):
```
! wB97M-V def2-TZVPD RIJCOSX def2/J DEFGRID3
* xyz 0 1
C 1.90 0.98 -0.04
C 0.73 0.18 -0.01
F 0.99 -1.19 0.14
C -0.73 0.17 -0.09
C -1.67 1.12 0.10
F -1.20 -1.03 -0.12
H 2.79 0.33 -0.02
H 1.73 2.07 -0.30
H -2.79 0.81 0.24
H -1.31 2.15 0.20
*
```

Results
**Kohn-Sham gap**: 9.25 eV
**E_LUMO**: 0.1 eV
**HOMO energy**: -9.1 eV



ii | C4H4F2 | ωB97M-V/def2-TZVPD

Structure (ORCA input):
```
! wB97M-V def2-TZVPD RIJCOSX def2/J DEFGRID3
* xyz 0 1
F -2.38 -0.34 0.03
C -1.09 0.15 0.01
C -0.01 -0.64 0.71
C 1.06 0.18 0.04
F 2.35 -0.32 0.01
C 0.04 -0.54 -0.77
H -1.01 1.27 -0.07
H -0.13 -1.27 1.56
H 1.29 1.32 0.15
H 0.23 -1.18 -1.61
*
```

Results
**Kohn-Sham gap**: 11.65 eV
**E_LUMO**: 1.2 eV
**HOMO energy**: -10.5 eV



It is ii that is the least stable of them.



i | C5H14O2 | ωB97M-V/def2-TZVPD

Structure (ORCA input):
```
! wB97M-V def2-TZVPD RIJCOSX def2/J DEFGRID3
* xyz 0 1
C -1.13 -1.67 -1.27
C -0.28 -1.38 -0.07
C 0.62 -2.25 0.50
C 1.78 -1.70 1.22
C 0.45 -3.73 0.63
H -1.55 -2.83 -1.08
H -2.01 -1.13 -0.89
H -0.72 -1.30 -2.33
H -0.37 -0.34 0.26
H 2.68 -2.09 0.77
H 1.99 -1.90 2.33
H 1.98 -0.58 1.26
H -0.34 -3.87 -0.16
H -0.10 -3.99 1.62
H 1.17 -4.49 0.34
O -1.67 4.40 -2.74
H -1.30 4.21 -1.85
H -2.54 4.17 -2.64
O 0.65 6.68 1.73
H 0.45 7.54 1.43
H 0.23 6.25 0.95
*
```

Results
**Kohn-Sham gap**: 8.75 eV
**E_LUMO**: 0.3 eV
**HOMO energy**: -8.4 eV



ii | C5H14O2 | ωB97M-V/def2-TZVPD

Structure (ORCA input):
```
! wB97M-V def2-TZVPD RIJCOSX def2/J DEFGRID3
* xyz 0 1
C 0.96 0.42 -0.42
C -0.29 1.15 -0.36
C -1.53 0.49 -0.47
C -2.84 1.28 -0.70
C -1.62 -0.93 -0.97
H 1.48 0.50 -1.36
H 1.73 0.86 0.18
H 1.03 -0.61 -0.13
H -0.36 2.05 -0.95
H -3.59 0.96 0.07
H -3.17 1.03 -1.68
H -2.73 2.30 -0.45
H -2.61 -1.37 -0.93
H -0.94 -1.60 -0.47
H -1.42 -0.91 -2.17
O -0.40 -2.15 2.11
H -1.15 -1.92 2.65
H 0.08 -1.35 2.00
O 4.68 0.25 0.50
H 4.30 1.08 0.18
H 5.12 -0.13 -0.21
*
```

Results
**Kohn-Sham gap**: 9.15 eV
**E_LUMO**: 0.8 eV
**HOMO energy**: -8.4 eV



It is i that is the least stable of them.



i | C5H14O2 | ωB97M-V/def2-TZVPD

Structure (ORCA input):
```
! wB97M-V def2-TZVPD RIJCOSX def2/J DEFGRID3
* xyz 0 1
C -0.23 -2.13 -0.19
C 0.39 -0.99 0.18
C 1.81 -0.65 -0.13
C -0.25 -0.12 1.24
C -0.71 -0.92 2.43
H 0.02 -2.62 -1.15
H -1.09 -2.36 0.37
H 2.43 -1.00 0.74
H 2.12 -1.29 -1.01
H 1.92 0.50 -0.29
H -0.92 0.62 0.82
H 0.57 0.67 1.62
H -1.24 -1.87 2.13
H 0.20 -1.10 2.95
H -1.57 -0.36 2.94
O 0.80 3.56 -1.20
H 0.61 3.39 -2.16
H 1.27 2.64 -1.00
O -1.69 0.43 -1.71
H -1.11 0.14 -2.33
H -2.09 -0.39 -1.54
*
```

Results
**Kohn-Sham gap**: 9.63 eV
**E_LUMO**: 0.5 eV
**HOMO energy**: -9.1 eV



ii | C5H14O2 | ωB97M-V/def2-TZVPD

Structure (ORCA input):
```
! wB97M-V def2-TZVPD RIJCOSX def2/J DEFGRID3
* xyz 0 1
C 0.85 2.11 -0.66
C 0.55 0.76 0.10
C 1.31 0.43 1.36
C -0.99 0.43 0.49
C -2.19 1.24 -0.22
O -3.50 1.10 0.49
H 1.23 2.95 0.10
H -0.05 2.48 -1.18
H 1.77 2.14 -1.40
H 0.88 -0.10 -0.58
H 0.95 -0.29 2.10
H 2.41 0.24 1.21
H 1.20 1.30 2.09
H -1.04 0.67 1.55
H -1.13 -0.67 0.41
H -2.33 0.80 -1.14
H -1.88 2.27 -0.46
H -3.27 0.56 1.28
O 1.80 -5.96 -2.17
H 1.49 -6.87 -2.09
H 1.93 -5.60 -1.27
*
```

Results
**Kohn-Sham gap**: 11.14 eV
**E_LUMO**: 0.7 eV
**HOMO energy**: -10.4 eV



It is i that is the least stable of them.



i | C3HN3S | ωB97M-V/def2-TZVPD

Structure (ORCA input):
```
! wB97M-V def2-TZVPD RIJCOSX def2/J DEFGRID3
* xyz 0 1
C 1.05 -0.23 -1.14
C -1.21 -1.82 0.81
C 0.89 2.64 1.14
N 2.07 0.26 -1.33
N -0.60 -1.31 -0.04
N -0.13 -0.81 -1.04
S -0.10 3.06 0.10
H -1.97 -1.80 1.51
*
```

Results
**Kohn-Sham gap**: 9.72 eV
**E_LUMO**: 0.0 eV
**HOMO energy**: -9.7 eV



ii | C3HN3S | ωB97M-V/def2-TZVPD

Structure (ORCA input):
```
! wB97M-V def2-TZVPD RIJCOSX def2/J DEFGRID3
* xyz 0 1
C -1.95 -0.55 -0.03
C 1.45 -0.30 0.06
C 0.08 1.95 0.05
N -3.00 -1.02 0.01
N 0.27 -0.73 -0.11
N -0.76 0.15 -0.13
S 1.60 1.48 -0.06
H 2.31 -0.98 0.21
*
```

Results
**Kohn-Sham gap**: 8.75 eV
**E_LUMO**: -1.2 eV
**HOMO energy**: -10.0 eV



It is i that is the least stable of them.